Record 1
Density functional theory data (ωB97M-V with the def2-TZVPD basis set) for a 10-piece molecular cluster, C28H80B2Cl2F8N6O8 overall at a distorted geometry.

CARTESIAN COORDINATES (ANGSTROEM)
C1 2.887 -7.477 -4.426
O1 2.375 -7.114 -3.110
C2 1.987 -8.199 -2.272
C3 0.963 -7.650 -1.328
N1 -0.123 -6.772 -2.081
H1 0.418 -6.355 -2.825
H2 -0.832 -7.342 -2.519
C4 -0.824 -5.755 -1.178
C5 0.216 -4.721 -0.710
O2 0.907 -4.156 -1.876
C6 1.600 -2.994 -1.498
H3 2.149 -8.161 -4.845
H4 3.803 -8.048 -4.274
H5 3.085 -6.618 -5.067
H6 2.806 -8.642 -1.706
H7 1.537 -9.000 -2.858
H8 1.491 -7.149 -0.517
H9 0.441 -8.453 -0.807
H10 -1.282 -6.328 -0.372
H11 -1.542 -5.246 -1.821
H12 0.933 -5.137 -0.002
H13 -0.260 -3.916 -0.150
H14 2.440 -3.128 -0.816
H15 0.910 -2.282 -1.045
H16 2.028 -2.531 -2.388
C7 -3.574 3.257 4.316
O3 -2.703 4.315 4.648
C8 -3.002 5.531 3.981
C9 -2.538 5.429 2.548
N2 -1.055 4.980 2.459
H17 -0.478 5.791 2.630
H18 -0.833 4.363 3.227
C10 -0.675 4.251 1.113
C11 -1.155 5.019 -0.173
O4 -1.149 6.427 -0.131
C12 0.185 7.062 -0.123
H19 -3.218 2.290 4.672
H20 -3.986 3.193 3.309
H21 -4.449 3.294 4.965
H22 -2.500 6.329 4.528
H23 -4.051 5.822 4.034
H24 -2.590 6.400 2.054
H25 -3.186 4.837 1.902
H26 -1.040 3.224 1.125
H27 0.398 4.114 1.246
H28 -2.167 4.697 -0.417
H29 -0.584 4.717 -1.051
H30 0.966 6.526 0.418
H31 0.105 8.040 0.352
H32 0.689 7.102 -1.089
C13 6.692 0.123 5.244
C14 5.716 0.992 4.511
C15 5.034 0.426 3.246
O5 4.272 1.432 2.699
C16 3.763 1.114 1.423
N3 4.564 1.419 5.447
H33 4.055 0.668 5.891
H34 4.885 2.072 6.148
H35 3.873 1.975 4.964
H36 7.579 0.096 4.611
H37 6.325 -0.857 5.549
H38 7.081 0.506 6.188
H39 6.050 1.995 4.246
H40 4.509 -0.529 3.279
H41 5.880 0.127 2.627
H42 4.551 0.986 0.681
H43 3.008 1.862 1.182
H44 3.181 0.194 1.466
C17 -1.726 0.166 4.271
C18 -0.570 -0.772 4.496
C19 -0.773 -2.121 3.737
O6 0.485 -2.856 3.810
C20 0.630 -3.943 2.962
N4 0.669 -0.119 3.981
H45 0.683 0.866 4.203
H46 1.418 -0.710 4.313
H47 0.591 0.085 2.995
H48 -1.396 1.146 4.616
H49 -2.634 -0.156 4.782
H50 -1.869 0.471 3.234
H51 -0.359 -0.900 5.558
H52 -1.081 -1.883 2.719
H53 -1.577 -2.767 4.090
H54 0.305 -3.580 1.987
H55 0.010 -4.746 3.362
H56 1.670 -4.267 2.930
C21 0.164 1.441 -5.035
C22 -0.870 2.441 -5.608
C23 -0.835 3.785 -4.750
O7 -1.967 4.560 -4.999
C24 -1.660 5.961 -4.859
N5 -0.556 2.653 -7.145
H57 -1.217 3.233 -7.642
H58 0.354 3.055 -7.321
H59 -0.665 1.758 -7.599
H60 0.174 1.319 -3.952
H61 1.208 1.654 -5.265
H62 0.035 0.441 -5.450
H63 -1.831 1.939 -5.504
H64 0.119 4.232 -5.029
H65 -0.764 3.644 -3.672
H66 -0.954 6.252 -5.637
H67 -1.194 6.145 -3.891
H68 -2.637 6.425 -4.989
C25 -2.952 1.178 -2.901
C26 -2.951 -0.280 -2.308
C27 -1.698 -1.113 -2.617
O8 -1.659 -1.422 -3.979
C28 -0.494 -2.132 -4.352
N6 -3.017 -0.146 -0.807
H69 -3.703 0.496 -0.438
H70 -3.214 -1.068 -0.446
H71 -2.145 0.142 -0.386
H72 -2.936 1.078 -3.987
H73 -1.980 1.540 -2.566
H74 -3.747 1.807 -2.501
H75 -3.822 -0.840 -2.650
H76 -1.660 -2.043 -2.050
H77 -0.763 -0.680 -2.260
H78 0.399 -1.664 -3.939
H79 -0.585 -2.210 -5.435
H80 -0.539 -3.184 -4.071
B1 -3.611 -3.857 0.517
F1 -4.225 -2.659 0.689
F2 -3.278 -3.742 -0.792
F3 -2.597 -3.942 1.371
F4 -4.483 -4.876 0.720
B2 0.280 0.166 0.330
F5 0.353 0.948 1.427
F6 1.489 -0.205 -0.082
F7 -0.520 -0.879 0.679
F8 -0.425 0.903 -0.591
Cl1 1.619 3.001 4.224
Cl2 -5.054 2.393 0.048

Calculated values
M, g mol⁻¹: 873.50
Multiplicity: 1
HOMO-LUMO gap, eV: 6.13
Charge: +2
Strongest force on any atom, eV/A: 4.06

Atom charges from the Löwdin analysis, given in e for atoms 1 to 2: -0.04 -0.22


Record 2
Density functional theory data (ωB97M-V with the def2-TZVPD basis set) for C28H80BMnN5O11 as an isolated structure at a distorted geometry.

CARTESIAN COORDINATES (ANGSTROEM)
Mn1 15.587 -30.555 -13.600
C1 11.355 -29.424 -12.367
C2 12.116 -29.728 -13.680
O1 13.488 -30.086 -13.477
H1 11.529 -30.079 -11.514
H2 10.287 -29.524 -12.557
H3 11.581 -28.477 -11.875
H4 11.815 -29.018 -14.450
H5 11.619 -30.614 -14.076
B1 15.852 -30.872 -15.793
H6 15.096 -31.496 -15.343
H7 16.740 -30.904 -15.183
H8 16.023 -31.139 -16.825
H9 15.531 -29.843 -15.742
C3 20.844 -31.137 -10.389
O2 19.832 -30.754 -11.337
C4 20.028 -31.237 -12.694
C5 18.744 -30.939 -13.529
N1 17.512 -31.279 -12.769
C6 17.448 -32.702 -12.780
C7 16.299 -33.324 -11.884
O3 15.147 -32.712 -12.504
C8 13.968 -33.329 -12.165
H10 21.859 -30.835 -10.644
H11 20.838 -32.224 -10.319
H12 20.663 -30.730 -9.394
H13 20.149 -32.320 -12.672
H14 20.950 -30.844 -13.122
H15 18.796 -31.476 -14.476
H16 18.649 -29.881 -13.774
H17 17.762 -30.989 -11.834
H18 18.377 -33.138 -12.413
H19 17.238 -33.165 -13.744
H20 16.532 -33.056 -10.854
H21 16.252 -34.400 -12.050
H22 13.473 -32.892 -11.298
H23 14.031 -34.415 -12.090
H24 13.297 -33.227 -13.018
C9 11.777 -28.208 -17.291
C10 13.076 -28.970 -17.155
O4 14.216 -28.227 -16.969
O5 11.523 -27.842 -18.628
H25 11.772 -27.330 -16.646
H26 10.954 -28.837 -16.953
H27 13.202 -29.475 -18.112
H28 13.045 -29.792 -16.440
H29 14.917 -28.764 -16.592
H30 10.618 -27.521 -18.637
C11 16.686 -29.418 -19.084
C12 16.969 -30.807 -19.656
O6 16.742 -30.722 -21.085
O7 17.276 -29.488 -17.785
H31 15.619 -29.211 -18.999
H32 17.126 -28.577 -19.621
H33 16.411 -31.541 -19.075
H34 17.979 -31.177 -19.480
H35 15.798 -30.587 -21.202
H36 16.698 -30.070 -17.287
C13 17.107 -37.096 -15.442
C14 16.438 -35.787 -14.934
C15 16.665 -34.618 -15.903
O8 18.055 -34.350 -15.892
C16 18.372 -33.265 -16.780
N2 15.068 -36.124 -14.629
H37 16.908 -37.962 -14.811
H38 18.131 -36.903 -15.761
H39 16.509 -37.417 -16.296
H40 16.845 -35.636 -13.934
H41 16.153 -33.744 -15.501
H42 16.296 -34.934 -16.878
H43 17.876 -33.252 -17.751
H44 19.453 -33.262 -16.920
H45 18.196 -32.259 -16.401
H46 14.681 -36.476 -15.493
H47 14.457 -35.340 -14.450
C17 19.379 -26.567 -17.459
C18 18.585 -26.497 -16.095
C19 17.243 -25.710 -16.185
O9 17.584 -24.390 -16.603
C20 17.014 -24.097 -17.795
N3 18.348 -27.910 -15.651
H48 19.004 -27.154 -18.298
H49 20.343 -26.991 -17.176
H50 19.609 -25.579 -17.856
H51 19.170 -26.091 -15.270
H52 16.749 -25.558 -15.225
H53 16.465 -26.234 -16.740
H54 17.460 -23.116 -17.959
H55 15.935 -23.946 -17.776
H56 17.276 -24.814 -18.573
H57 19.257 -28.349 -15.674
H58 17.902 -28.432 -16.392
C21 9.224 -32.930 -15.946
C22 10.177 -33.001 -17.158
C23 11.732 -33.056 -16.846
O10 12.469 -33.068 -18.105
C24 13.873 -32.919 -17.900
N4 9.745 -34.021 -18.042
H59 9.621 -32.177 -15.265
H60 9.014 -33.869 -15.434
H61 8.199 -32.619 -16.148
H62 10.075 -32.083 -17.737
H63 11.940 -33.992 -16.329
H64 12.067 -32.205 -16.252
H65 14.014 -31.903 -17.531
H66 14.353 -32.950 -18.878
H67 14.250 -33.697 -17.235
H68 10.493 -34.108 -18.715
H69 9.918 -34.909 -17.591
C25 16.698 -26.523 -12.298
C26 16.664 -28.076 -12.335
C27 15.600 -28.551 -11.379
O11 15.624 -29.962 -11.291
C28 14.941 -30.501 -10.167
N5 16.198 -28.450 -13.675
H70 15.758 -26.033 -12.554
H71 17.421 -26.086 -12.985
H72 16.894 -26.164 -11.288
H73 17.664 -28.440 -12.098
H74 14.621 -28.207 -11.714
H75 15.782 -28.208 -10.360
H76 13.906 -30.331 -10.465
H77 15.208 -29.976 -9.250
H78 15.293 -31.513 -9.968
H79 15.415 -27.813 -13.655
H80 16.768 -27.925 -14.323

Calculated values
M, g mol⁻¹: 728.72
Multiplicity: 6
HOMO-LUMO gap (spin up / spin down), eV: 7.82 / 7.87
Strongest force on any atom, eV/A: 4.24

Atom charges from the Löwdin analysis, given in e for atoms 1 to 2: 0.83 -0.11


Record 3
Density functional theory data (ωB97M-V with the def2-TZVPD basis set) for a 10-piece molecular cluster, C28H82N14O10 overall at a distorted geometry.

CARTESIAN COORDINATES (ANGSTROEM)
C1 0.103 1.593 -1.354
O1 -0.654 0.672 -0.648
C2 -1.317 1.124 0.501
C3 -1.967 -0.102 1.208
C4 -0.906 -1.068 1.782
N1 -2.673 -0.950 0.187
H1 0.490 1.257 -2.318
H2 1.035 1.806 -0.816
H3 -0.418 2.536 -1.549
H4 -0.730 1.642 1.267
H5 -2.051 1.906 0.261
H6 -2.658 0.154 2.011
H7 -1.389 -1.877 2.326
H8 -0.112 -0.592 2.364
H9 -0.333 -1.412 0.917
H10 -2.323 -0.640 -0.716
H11 -2.154 -1.796 0.373
C5 -1.287 -2.516 -3.714
O2 0.109 -2.153 -3.776
C6 1.004 -3.205 -3.350
C7 2.427 -2.628 -3.328
C8 2.586 -1.423 -2.362
N2 2.673 -2.093 -4.724
H12 -1.437 -3.449 -4.257
H13 -1.710 -1.593 -4.104
H14 -1.682 -2.673 -2.706
H15 0.665 -3.504 -2.353
H16 0.937 -4.101 -3.973
H17 3.161 -3.412 -3.125
H18 1.804 -0.682 -2.537
H19 3.522 -0.869 -2.407
H20 2.420 -1.846 -1.366
H21 1.777 -2.311 -5.138
H22 2.659 -1.097 -4.550
C9 -2.031 6.172 0.775
O3 -1.597 5.643 -0.463
C10 -2.535 4.889 -1.250
C11 -3.640 5.857 -1.703
C12 -4.591 4.942 -2.508
N3 -3.140 6.968 -2.547
H23 -2.422 7.174 0.570
H24 -1.169 6.365 1.413
H25 -2.771 5.554 1.286
H26 -2.068 4.337 -2.066
H27 -3.003 4.126 -0.616
H28 -4.063 6.275 -0.793
H29 -5.398 5.636 -2.764
H30 -5.061 4.103 -1.997
H31 -4.220 4.537 -3.450
H32 -2.751 6.536 -3.384
H33 -2.284 7.228 -2.055
C13 -1.039 -4.500 -0.455
O4 0.173 -4.911 0.084
C14 0.194 -6.277 0.512
C15 1.549 -6.606 1.101
C16 2.041 -5.601 2.195
N4 2.465 -6.457 -0.058
H34 -0.941 -3.452 -0.758
H35 -1.846 -4.478 0.286
H36 -1.238 -5.066 -1.373
H37 -0.517 -6.307 1.348
H38 -0.140 -6.895 -0.324
H39 1.417 -7.591 1.559
H40 1.193 -4.943 2.405
H41 2.802 -4.909 1.843
H42 2.378 -6.103 3.101
H43 1.975 -5.756 -0.595
H44 3.415 -6.214 0.159
C17 2.642 2.037 -4.226
O5 3.327 1.996 -2.952
C18 4.683 2.459 -3.196
C19 5.282 2.855 -1.794
C20 4.694 4.147 -1.293
N5 6.722 3.034 -2.128
H45 2.953 2.895 -4.819
H46 1.591 2.183 -3.970
H47 2.748 1.087 -4.752
H48 5.203 1.620 -3.662
H49 4.728 3.361 -3.807
H50 5.123 1.938 -1.223
H51 4.831 4.922 -2.050
H52 5.103 4.491 -0.345
H53 3.610 4.071 -1.212
H54 7.139 2.130 -2.330
H55 7.184 3.296 -1.260
C21 -1.437 -4.933 5.029
O6 -0.333 -4.114 4.657
C22 0.306 -3.466 5.740
C23 1.714 -3.005 5.363
C24 2.556 -2.788 6.639
N6 1.571 -1.764 4.635
H56 -1.737 -5.571 4.199
H57 -2.330 -4.335 5.228
H58 -1.166 -5.574 5.870
H59 -0.329 -2.669 6.148
H60 0.363 -4.157 6.593
H61 2.023 -3.761 4.632
H62 2.670 -3.736 7.177
H63 2.145 -2.183 7.449
H64 3.540 -2.403 6.376
H65 2.318 -1.535 3.976
H66 0.708 -1.701 4.115
N7 -4.351 -1.450 -2.739
C25 -5.333 -2.278 -3.187
N8 -5.858 -1.924 -4.400
O7 -5.802 -3.259 -2.622
H67 -4.084 -0.751 -3.403
H68 -4.096 -1.517 -1.764
H69 -6.560 -2.589 -4.681
H70 -5.435 -1.372 -5.124
N9 0.422 4.200 1.907
C26 1.439 4.300 0.993
N10 1.008 4.587 -0.250
O8 2.608 4.185 1.372
H71 0.713 3.860 2.808
H72 -0.509 3.968 1.605
H73 1.636 4.442 -1.021
H74 0.081 4.984 -0.413
N11 -5.589 2.977 3.673
C27 -4.546 2.355 3.015
N12 -4.938 1.660 1.934
O9 -3.378 2.580 3.322
H75 -6.523 3.085 3.338
H76 -5.190 3.293 4.544
H77 -5.904 1.801 1.698
H78 -4.398 1.203 1.221
N13 2.253 1.436 2.250
C28 2.712 0.246 1.760
N14 3.167 0.394 0.492
O10 2.547 -0.828 2.338
H79 2.442 2.274 1.724
H80 1.903 1.439 3.193
H81 3.117 1.294 0.057
H82 3.594 -0.399 0.044

Calculated values
M, g mol⁻¹: 775.05
Energy relative to the best compared isomer or geometry (same formula, charge and spin), eV: 3.3778
Multiplicity: 1
HOMO-LUMO gap, eV: 7.94
Strongest force on any atom, eV/A: 3.07

Atom charges from the Löwdin analysis, given in e for atoms 1 to 2: -0.11 -0.17


Q: Look up the strongest force on any atom of the second one.
A: 4.24 eV/A


Q: The lowest strongest force on any atom belongs to which entry?
A: C28H82N14O10